Below is a 5-piece molecular cluster, C37H66F12N8O5PS2 overall at a distorted geometry, with properties calculated with ωB97M-V with the def2-TZVPD basis set.

```
131
Properties=species:S:1:pos:R:3:forces:R:3:mulliken_charge:R:1
C -4.3314 2.1026 -0.0323 0.24 -0.12 0.42 -1.01
C -3.5311 3.0996 0.8287 -0.96 -0.92 0.00 -0.29
O -2.6147 3.8602 0.0529 0.10 0.12 0.21 -0.38
C -1.3612 3.9395 0.6694 0.43 -0.58 -0.37 0.14
C -0.3272 4.5847 -0.2729 -0.84 0.18 1.22 -0.93
O 0.3505 3.5074 -0.9537 -0.07 0.56 -0.17 -0.10
N 1.7169 3.5102 -0.7854 0.11 0.11 1.71 1.42
C 2.2058 3.0604 0.4052 0.46 -1.33 -2.39 -1.79
N 1.7356 3.3048 1.6270 -0.37 1.09 0.56 0.21
N 3.2461 2.2737 0.1391 0.83 0.35 1.81 0.94
P 4.7967 2.5333 0.9607 2.46 -0.32 -0.38 0.23
C 4.6784 3.8811 2.2128 -1.50 -0.48 0.20 -1.03
C 5.1812 1.0172 1.9649 -1.16 0.90 0.23 -0.96
C 3.2043 1.7634 -1.2496 -2.05 -1.87 -0.71 1.91
C 4.3864 1.0113 -1.8630 1.37 0.69 -0.75 -0.89
C 4.5754 1.2017 -3.4029 -0.21 -0.67 0.71 -1.45
C 3.5403 0.4658 -4.2738 1.10 0.77 -1.46 0.34
C 3.7730 0.9131 -5.7558 -0.63 0.32 -0.28 -0.89
C 2.6344 1.8509 -6.2264 -0.08 -0.07 0.27 -0.42
N 1.3559 1.1643 -6.4190 0.07 0.43 -0.02 -0.48
C 2.0464 0.6832 -1.1821 -0.15 -0.44 0.51 -2.65
C 2.2752 -0.3904 -0.0964 -0.31 -0.81 -0.63 -0.37
C 0.9328 -0.8757 0.5338 1.02 1.01 0.06 -0.15
C 1.2699 -1.3621 1.9469 0.22 -0.61 -0.93 -1.50
C 0.1819 -1.9883 2.8162 1.18 1.39 -0.13 1.02
F 0.6231 -3.1152 3.3763 -0.15 -1.04 -0.13 -0.33
F 0.0334 -1.1369 3.8653 -0.63 0.52 0.38 -0.37
C -1.2530 -2.1682 2.2587 -0.27 -0.66 1.30 0.47
F -2.0106 -2.3950 3.3217 -0.32 -0.77 0.91 -0.23
F -1.7642 -1.0740 1.7532 0.40 1.12 -1.24 -0.22
S -1.5694 -3.6210 1.1153 -2.26 -2.21 -0.34 1.33
F -1.5179 -4.6750 2.3291 0.82 0.80 -0.31 -0.33
F -0.0439 -3.8683 0.7898 0.24 0.56 0.10 -0.30
F -1.7835 -2.6792 -0.1449 0.85 0.31 0.04 -0.32
F -3.1355 -3.4935 1.4002 0.14 0.48 0.07 -0.32
F -1.9094 -4.8446 0.1716 0.20 -0.05 -0.15 -0.32
C 2.5028 2.9228 -1.9511 -1.25 1.25 0.58 -1.90
O 1.5474 2.6366 -2.8772 1.13 -0.51 -0.83 -0.41
S 3.3891 4.4503 -2.6162 -1.30 2.34 -1.56 1.35
O 3.5147 4.4414 -4.0408 1.04 -1.79 -0.31 -0.65
O 2.5543 5.5604 -2.2512 -0.07 -0.14 1.64 -0.69
C 5.0489 4.8203 -1.8654 0.11 0.62 -0.64 0.73
F 5.8841 3.8277 -1.8761 0.41 -1.37 0.37 -0.20
F 5.5553 5.7574 -2.6131 0.16 0.97 -1.15 -0.22
F 4.8882 5.3448 -0.6795 -0.33 -0.31 1.44 -0.20
H -3.8688 1.1068 0.0181 -0.03 0.17 -0.13 0.18
H -5.3661 2.0014 0.3376 0.93 0.20 -0.14 0.44
H -4.3701 2.3939 -1.0853 -0.05 0.19 0.19 0.34
H -3.0122 2.5014 1.5928 0.15 0.32 -0.07 0.25
H -4.2495 3.7303 1.3670 0.36 0.34 -0.18 0.35
H -1.0091 2.9043 0.8386 0.06 0.24 0.18 -0.12
H -1.3852 4.4290 1.6565 -0.15 0.22 -0.24 0.38
H 0.3558 5.1512 0.3609 0.22 0.01 -0.46 0.34
H -0.8327 5.2706 -0.9561 0.25 -0.26 -0.26 0.52
H 1.4100 2.6058 2.2766 0.53 -0.21 -0.11 0.17
H 1.6881 4.2690 1.9256 -0.49 -0.16 -0.01 0.39
H 4.1610 3.5593 3.1266 0.25 0.04 -0.06 0.32
H 4.0918 4.7102 1.8039 0.35 0.02 -0.06 0.28
H 5.6802 4.2359 2.4563 0.02 -0.20 -0.23 0.46
H 4.3241 0.8268 2.6254 0.28 -0.35 -0.03 0.09
H 5.4376 0.1632 1.3394 -0.04 0.10 0.04 0.37
H 6.0168 1.2970 2.6139 0.02 -0.06 -0.21 0.46
H 5.3573 1.2792 -1.4289 -0.35 0.28 0.25 0.44
H 4.3127 -0.0705 -1.7214 -0.38 0.20 0.33 0.44
H 5.5380 0.7191 -3.6121 -0.08 0.17 -0.04 0.59
H 4.7226 2.2483 -3.6856 -0.33 -0.09 0.02 0.46
H 3.7580 -0.6054 -4.2348 -0.46 0.04 0.43 0.33
H 2.5039 0.7226 -4.0543 0.13 -0.34 0.37 -0.33
H 3.7633 0.0646 -6.4488 0.12 -0.01 0.21 0.45
H 4.7355 1.4238 -5.8822 -0.05 -0.15 0.16 0.41
H 2.4551 2.6333 -5.4784 0.31 -0.06 -0.06 -0.05
H 2.9031 2.3811 -7.1441 -0.02 -0.19 0.03 0.43
H 1.1996 0.5012 -5.6702 -0.12 -0.18 -0.27 0.20
H 1.2966 0.7024 -7.3175 0.02 -0.25 0.20 0.28
H 1.0652 1.1390 -0.9993 0.29 0.21 -0.04 0.70
H 1.9513 0.1610 -2.1346 0.13 0.36 -0.05 0.78
H 3.0077 -0.1286 0.6732 -0.23 0.27 -0.07 0.08
H 2.6817 -1.2763 -0.6028 0.23 0.16 0.24 0.66
H 0.2697 -0.0044 0.5912 -0.19 -0.31 -0.05 0.23
H 0.5255 -1.6179 -0.1519 -0.29 -0.01 0.36 0.32
H 2.0887 -2.0888 1.8708 -0.25 -0.07 0.04 0.32
H 1.6999 -0.5149 2.4888 -0.27 -0.13 0.16 0.57
H 1.3553 3.4112 -3.4354 -0.11 -0.18 -0.01 0.68
C -2.4849 0.0999 -5.0682 0.00 0.01 -0.02 -0.98
C -3.2851 -0.9784 -5.7928 0.00 0.26 0.16 -0.36
C -2.4848 -2.2657 -6.0177 0.00 0.28 -0.19 -0.37
C -1.2969 -1.9942 -6.8428 -1.02 -0.49 0.76 0.23
N -0.3808 -1.7825 -7.4858 0.95 0.31 -0.58 -0.42
H -1.6154 0.4137 -5.6494 0.00 -0.03 0.01 0.33
H -3.1007 0.9846 -4.9032 0.02 -0.02 0.03 0.37
H -2.1375 -0.2574 -4.0948 0.00 0.01 0.00 0.18
H -3.6256 -0.5853 -6.7526 -0.01 -0.10 -0.01 0.32
H -4.1772 -1.2159 -5.2089 0.01 -0.11 -0.06 0.19
H -3.0992 -3.0100 -6.5247 0.08 -0.05 -0.01 0.32
H -2.1623 -2.6872 -5.0642 0.05 -0.02 -0.02 0.20
C -3.6693 -5.0366 4.4642 -0.04 -0.06 0.10 -0.72
C -3.2800 -6.4475 4.8915 0.09 0.25 -0.09 -0.44
C -4.4808 -7.3934 4.9884 0.09 0.20 0.26 -0.51
C -5.4442 -6.8989 5.9853 0.73 -0.64 -0.96 0.24
N -6.1862 -6.5076 6.7559 -0.69 0.43 0.76 -0.41
H -4.3355 -4.5687 5.1911 -0.05 -0.06 -0.02 0.47
H -2.7839 -4.4125 4.3807 -0.03 0.01 0.01 -0.09
H -4.1709 -5.0498 3.4941 0.00 0.05 0.01 0.26
H -2.7707 -6.4005 5.8565 -0.03 -0.10 0.00 0.33
H -2.5658 -6.8549 4.1721 -0.04 -0.10 0.03 0.27
H -4.1540 -8.3909 5.2829 -0.09 -0.02 0.01 0.31
H -4.9833 -7.4742 4.0234 -0.05 0.00 0.02 0.27
C -7.1289 -2.0080 -0.6510 -0.02 -0.01 0.00 -1.10
C -7.9580 -1.3933 -1.7738 0.05 -0.24 0.18 -0.47
C -7.3333 -0.1160 -2.3446 -0.18 -0.01 0.26 -0.12
C -7.2133 0.9100 -1.2969 -0.11 -0.77 -1.12 0.24
N -7.1160 1.7001 -0.4819 -0.64 0.56 0.59 -0.52
H -7.0484 -1.3334 0.2031 0.02 0.03 -0.04 0.36
H -7.5933 -2.9278 -0.2954 0.03 0.00 -0.02 0.37
H -6.1198 -2.2489 -0.9945 -0.01 0.00 0.02 0.23
H -8.9605 -1.1763 -1.4001 0.00 0.06 -0.09 0.31
H -8.0672 -2.1226 -2.5788 -0.02 0.10 -0.06 0.33
H -7.9508 0.2799 -3.1513 0.05 0.08 0.00 0.32
H -6.3408 -0.3234 -2.7494 0.02 0.05 0.02 0.04
C 1.9209 -1.6576 7.0831 -0.02 -0.04 -0.05 -1.02
C 3.3897 -2.0034 6.8652 -0.31 -0.12 0.03 -0.40
C 4.3231 -0.8091 7.0889 -0.18 0.00 -0.31 -0.45
C 3.9950 0.2688 6.1359 0.47 -0.83 0.98 0.29
N 3.7317 1.0872 5.3865 -0.27 0.71 -0.83 -0.45
H 1.5797 -0.8976 6.3777 0.02 0.02 0.03 0.21
H 1.2995 -2.5408 6.9343 -0.01 0.02 0.03 0.32
H 1.7462 -1.2887 8.0957 0.00 0.00 -0.02 0.36
H 3.5237 -2.3818 5.8489 0.08 -0.01 0.03 0.26
H 3.6693 -2.8091 7.5457 0.14 0.07 -0.01 0.32
H 5.3615 -1.1044 6.9362 0.03 0.11 0.00 0.28
H 4.2274 -0.4286 8.1065 -0.01 0.08 -0.04 0.31
```
Forces are in eV/Å.

## Properties
E_tot   -4599.306168 a.u.
LUMO energy   -3.35 eV
Net charge   +1